{
  "formula": "C18H18F2N4O3",
  "method": "ωB97M-V/def2-TZVPD",
  "largest_force_ev_per_a": 1.20,
  "e_above_lowest_kcal_mol": 0.4,
  "homo_energy_ev": -8.84,
  "e_tot_ha": -1341.14988,
  "elements": ["C", "C", "C", "C", "C", "N", "C", "C", "N", "C", "O", "C", "C", "C", "C", "O", "C", "C", "F", "C", "C", "C", "C", "F", "O", "N", "N", "H", "H", "H", "H", "H", "H", "H", "H", "H", "H", "H", "H", "H", "H", "H", "H", "H", "H"],
  "xyz": [[1.001, 3.109, -4.034], [-0.120, 2.148, -3.861], [-1.085, 2.115, -2.839], [-1.885, 1.028, -3.121], [-3.064, 0.490, -2.398], [-1.396, 0.489, -4.265], [-1.764, -0.750, -4.889], [-0.551, -1.711, -4.898], [0.244, -1.553, -3.702], [-0.299, -1.731, -2.479], [-1.364, -2.283, -2.274], [0.535, -1.182, -1.381], [0.238, -1.188, 0.005], [1.292, -0.519, 0.557], [1.627, -0.173, 1.968], [0.421, -0.210, 2.700], [0.423, 0.039, 4.031], [1.501, 0.355, 4.857], [2.755, 0.450, 4.350], [1.350, 0.586, 6.214], [0.101, 0.508, 6.797], [-1.000, 0.197, 6.015], [-0.827, -0.030, 4.668], [-1.896, -0.332, 3.911], [2.142, -0.144, -0.413], [1.667, -0.557, -1.604], [-0.320, 1.154, -4.707], [1.500, 2.920, -4.980], [0.631, 4.133, -4.019], [1.721, 2.995, -3.224], [-1.181, 2.792, -2.015], [-2.890, -0.541, -2.087], [-3.953, 0.513, -3.030], [-3.252, 1.092, -1.514], [-2.090, -0.571, -5.918], [-2.580, -1.190, -4.318], [-0.915, -2.740, -4.953], [0.091, -1.499, -5.751], [1.049, -0.944, -3.752], [-0.616, -1.610, 0.489], [2.350, -0.902, 2.361], [2.089, 0.823, 1.997], [2.229, 0.826, 6.791], [-0.016, 0.688, 7.853], [-1.990, 0.128, 6.434]],
  "atomic_forces_ev_per_a": [[0.0, -0.1, 0.0], [-0.2, -0.2, 0.1], [-0.1, -0.2, -0.1], [0.1, 0.2, 0.1], [-0.1, -0.1, 0.0], [-0.3, 0.4, 0.4], [0.1, -0.3, -0.2], [-0.3, 0.0, 0.1], [0.1, -0.1, 0.0], [0.4, 0.0, -0.6], [-0.2, -0.1, 0.2], [0.5, 0.4, 0.9], [0.6, 0.3, 0.1], [-1.0, -0.5, -0.2], [0.7, 0.1, -0.2], [-0.2, 0.0, 0.0], [-0.1, 0.0, 0.2], [0.0, 0.0, 0.1], [-0.2, 0.0, 0.0], [0.0, 0.0, -0.1], [0.1, 0.0, -0.1], [0.0, 0.0, -0.2], [0.1, 0.0, 0.0], [0.2, 0.0, 0.0], [0.1, 0.2, 0.8], [-0.4, -0.4, -1.1], [0.5, 0.1, -0.6], [0.1, 0.0, 0.0], [0.0, 0.1, 0.0], [0.1, 0.0, 0.0], [-0.1, 0.1, 0.2], [-0.1, 0.0, 0.0], [-0.1, 0.0, 0.0], [0.0, 0.0, 0.0], [0.0, 0.0, 0.1], [0.1, 0.1, -0.1], [0.0, 0.1, -0.1], [0.0, -0.1, 0.1], [-0.1, 0.0, 0.0], [-0.2, -0.1, 0.2], [-0.1, 0.2, 0.0], [-0.1, -0.2, 0.0], [0.1, 0.0, 0.0], [0.0, 0.0, 0.1], [-0.1, 0.0, 0.0]]
}

=====

{
  "formula": "C18H18F5O7RhS4",
  "method": "ωB97M-V/def2-TZVPD",
  "largest_force_ev_per_a": 0.82,
  "e_above_lowest_kcal_mol": 0.0,
  "homo_energy_ev": -8.87,
  "e_tot_ha": -3425.96049,
  "elements": ["Rh", "F", "C", "C", "F", "C", "F", "C", "S", "C", "F", "C", "F", "O", "S", "O", "O", "C", "C", "C", "C", "C", "C", "S", "O", "O", "O", "H", "H", "H", "H", "C", "C", "C", "S", "O", "C", "C", "C", "H", "H", "H", "H", "H", "H", "H", "H", "H", "H", "H", "H", "H", "H"],
  "xyz": [[-0.139, 0.622, 0.089], [5.736, 1.225, 3.026], [4.420, 1.143, 2.861], [3.890, 0.862, 1.618], [4.682, 0.661, 0.572], [2.520, 0.784, 1.493], [2.023, 0.480, 0.247], [1.633, 0.970, 2.539], [-0.099, 0.849, 2.346], [2.204, 1.243, 3.777], [1.414, 1.423, 4.835], [3.571, 1.332, 3.940], [4.086, 1.596, 5.136], [-3.761, 0.357, -1.559], [-2.428, 0.845, -1.419], [-1.336, 0.071, -1.990], [-2.070, 0.953, 0.077], [-2.350, 2.477, -2.140], [-3.521, 2.882, -2.760], [-3.576, 4.086, -3.451], [-2.451, 4.885, -3.524], [-1.277, 4.488, -2.895], [-1.207, 3.292, -2.202], [0.370, 2.962, -1.401], [1.166, 4.138, -1.542], [0.910, 1.709, -1.916], [-0.035, 2.690, 0.030], [-4.390, 2.243, -2.704], [-4.500, 4.383, -3.930], [-2.476, 5.824, -4.061], [-0.397, 5.115, -2.927], [-2.243, -4.106, -1.227], [-2.084, -3.684, 0.231], [-1.911, -2.173, 0.389], [-0.222, -1.641, 0.107], [0.342, -2.249, -1.093], [0.622, -2.370, 1.559], [1.691, -3.372, 1.137], [2.974, -2.706, 0.655], [-2.422, -5.179, -1.298], [-1.353, -3.863, -1.807], [-3.093, -3.594, -1.682], [-1.253, -4.221, 0.697], [-2.974, -3.963, 0.799], [-2.142, -1.804, 1.392], [-2.536, -1.631, -0.325], [-0.163, -2.831, 2.160], [1.039, -1.555, 2.146], [1.298, -4.042, 0.373], [1.900, -3.987, 2.016], [2.795, -2.095, -0.228], [3.725, -3.453, 0.395], [3.398, -2.073, 1.440]],
  "atomic_forces_ev_per_a": [[0.4, 0.3, 0.7], [0.0, 0.0, 0.0], [0.1, 0.0, 0.0], [0.0, 0.0, -0.1], [0.0, 0.0, 0.0], [-0.1, 0.0, 0.1], [0.1, 0.0, 0.0], [0.2, 0.0, -0.2], [-0.3, -0.1, 0.0], [-0.1, 0.0, 0.0], [0.0, 0.0, 0.0], [0.1, 0.0, 0.1], [0.0, 0.0, 0.0], [-0.1, 0.0, -0.1], [0.2, 0.0, 0.2], [-0.1, 0.1, -0.2], [-0.4, -0.1, -0.3], [0.0, -0.1, 0.0], [-0.1, 0.0, 0.0], [0.1, 0.0, 0.0], [-0.1, 0.0, 0.0], [0.0, 0.1, 0.0], [0.1, 0.0, 0.0], [0.0, -0.3, -0.1], [-0.1, 0.1, 0.0], [-0.1, 0.4, -0.3], [0.2, -0.1, 0.0], [0.0, 0.0, 0.0], [0.0, 0.0, 0.0], [0.0, 0.0, 0.0], [0.0, 0.0, 0.0], [0.0, 0.0, 0.0], [0.0, 0.0, 0.0], [-0.1, 0.0, -0.1], [-0.1, -0.1, 0.3], [0.1, 0.0, -0.1], [-0.1, -0.1, 0.0], [0.0, 0.0, 0.1], [0.0, 0.0, 0.0], [0.0, 0.0, 0.0], [-0.1, 0.0, 0.0], [0.0, 0.0, 0.0], [0.0, 0.0, 0.0], [0.0, 0.0, 0.0], [0.0, 0.0, 0.0], [0.1, -0.1, 0.1], [0.0, 0.0, 0.0], [0.0, 0.0, 0.0], [0.0, 0.0, 0.0], [0.0, 0.0, 0.0], [0.0, 0.0, 0.0], [0.0, 0.0, 0.0], [0.0, 0.0, 0.0]]
}

=====

{
  "formula": "C18H18F6N4PPt",
  "method": "ωB97M-V/def2-TZVPD",
  "largest_force_ev_per_a": 0.37,
  "charge": 2,
  "e_above_lowest_kcal_mol": 0.0,
  "homo_energy_ev": [-16.11, -16.38],
  "e_tot_ha": -1975.27615,
  "spin_multiplicity": 2,
  "elements": ["Pt", "C", "N", "C", "C", "C", "C", "C", "C", "N", "C", "C", "C", "C", "C", "C", "N", "C", "C", "C", "C", "C", "N", "H", "H", "H", "H", "H", "H", "H", "H", "H", "H", "H", "H", "H", "H", "H", "H", "H", "H", "F", "P", "F", "F", "F", "F", "F"],
  "xyz": [[0.556, 0.067, -0.685], [-0.217, 2.761, -0.256], [0.458, 1.687, 0.554], [-0.248, 1.403, 1.845], [-1.187, 0.234, 1.755], [-2.190, 0.028, 2.682], [-2.966, -1.118, 2.579], [-2.723, -2.013, 1.548], [-1.710, -1.741, 0.649], [-0.958, -0.641, 0.774], [1.906, 1.990, 0.828], [2.644, 0.704, 1.111], [3.740, 0.615, 1.937], [4.410, -0.602, 2.033], [3.957, -1.690, 1.309], [2.837, -1.549, 0.509], [2.203, -0.375, 0.422], [-1.249, 2.185, -1.197], [-2.332, 2.895, -1.662], [-3.135, 2.326, -2.646], [-2.833, 1.066, -3.134], [-1.746, 0.389, -2.614], [-0.982, 0.947, -1.668], [0.555, 3.238, -0.862], [-0.640, 3.520, 0.401], [-0.773, 2.300, 2.171], [0.512, 1.181, 2.597], [-2.358, 0.748, 3.472], [-3.756, -1.305, 3.295], [-3.310, -2.912, 1.431], [-1.485, -2.397, -0.178], [1.997, 2.706, 1.647], [2.324, 2.445, -0.072], [4.078, 1.484, 2.486], [5.281, -0.690, 2.669], [4.455, -2.648, 1.354], [2.434, -2.364, -0.075], [-2.540, 3.884, -1.276], [-3.986, 2.872, -3.030], [-3.429, 0.599, -3.905], [-1.465, -0.604, -2.939], [0.961, -1.244, -2.108], [0.525, -3.302, -2.311], [0.540, -2.921, -3.823], [-0.979, -2.745, -2.212], [0.175, -4.794, -2.413], [2.091, -3.405, -2.295], [0.564, -3.215, -0.700]],
  "atomic_forces_ev_per_a": [[0.1, 0.3, 0.2], [0.0, 0.0, 0.0], [0.0, -0.1, -0.1], [0.0, 0.0, 0.0], [0.0, 0.1, 0.0], [0.0, 0.0, 0.0], [0.0, 0.0, 0.0], [0.0, 0.0, 0.0], [0.0, 0.0, 0.0], [0.0, -0.1, -0.1], [0.0, 0.0, 0.0], [0.0, 0.0, 0.0], [0.0, 0.0, 0.0], [0.0, 0.0, 0.0], [0.0, 0.0, 0.0], [0.0, 0.0, 0.0], [0.0, 0.0, -0.1], [0.0, 0.0, 0.0], [0.0, 0.0, 0.0], [0.0, 0.0, 0.0], [0.0, 0.0, 0.0], [0.0, 0.0, 0.0], [0.0, -0.1, -0.1], [0.0, 0.0, 0.0], [0.0, 0.0, 0.0], [0.0, 0.0, 0.0], [0.0, 0.0, 0.0], [0.0, 0.0, 0.0], [0.0, 0.0, 0.0], [0.0, 0.0, 0.0], [0.0, 0.0, 0.0], [0.0, 0.0, 0.0], [0.0, 0.0, 0.0], [0.0, 0.0, 0.0], [0.0, 0.0, 0.0], [0.0, 0.0, 0.0], [0.0, 0.0, 0.0], [0.0, 0.0, 0.0], [0.0, 0.0, 0.0], [0.0, 0.0, 0.0], [0.0, 0.0, 0.0], [-0.2, -0.1, 0.0], [-0.1, 0.0, 0.0], [0.0, 0.0, 0.0], [0.1, 0.0, 0.0], [0.0, 0.0, 0.0], [0.0, 0.0, 0.0], [0.0, 0.0, -0.1]]
}

=====

{
  "formula": "C18H18MnN8O4S",
  "method": "ωB97M-V/def2-TZVPD",
  "largest_force_ev_per_a": 0.63,
  "e_above_lowest_kcal_mol": 0.0,
  "homo_energy_ev": [-7.51, -6.91],
  "e_tot_ha": -2984.92786,
  "spin_multiplicity": 2,
  "elements": ["Mn", "N", "C", "C", "C", "C", "C", "C", "S", "O", "O", "N", "C", "N", "C", "C", "C", "N", "H", "H", "H", "H", "H", "H", "H", "H", "H", "N", "C", "C", "N", "C", "C", "N", "C", "C", "N", "H", "H", "H", "H", "H", "H", "C", "O", "C", "O", "H", "H", "H"],
  "xyz": [[0.096, 0.105, -0.155], [5.539, 4.868, 0.521], [4.227, 4.441, 0.692], [3.955, 3.216, 1.307], [2.650, 2.819, 1.530], [1.597, 3.638, 1.140], [1.855, 4.856, 0.530], [3.161, 5.256, 0.305], [-0.062, 3.122, 1.450], [-0.039, 2.395, 2.687], [-0.907, 4.275, 1.301], [-0.391, 2.033, 0.301], [-0.695, 2.324, -0.978], [-0.961, 1.153, -1.636], [-1.213, 1.207, -2.934], [-1.264, 2.413, -3.611], [-0.945, 3.541, -2.860], [-0.635, 3.521, -1.574], [6.243, 4.149, 0.521], [5.688, 5.569, -0.185], [4.775, 2.582, 1.627], [2.440, 1.876, 2.021], [1.023, 5.479, 0.233], [3.361, 6.214, -0.160], [-1.382, 0.259, -3.433], [-1.504, 2.475, -4.660], [-0.916, 4.515, -3.341], [1.596, -3.317, -1.813], [0.463, -3.953, -1.347], [-0.338, -2.984, -0.827], [0.281, -1.766, -0.959], [1.439, -1.998, -1.544], [2.297, -0.849, -1.719], [1.887, 0.287, -1.183], [2.829, 1.231, -1.513], [3.815, 0.648, -2.244], [3.474, -0.685, -2.365], [2.414, -3.770, -2.178], [0.335, -5.017, -1.435], [-1.300, -3.070, -0.354], [2.736, 2.254, -1.190], [4.717, 1.041, -2.678], [3.984, -1.375, -2.886], [0.460, -1.278, 3.850], [1.149, -0.822, 2.677], [0.384, -0.607, 1.604], [-0.817, -0.916, 1.598], [1.229, -1.455, 4.597], [-0.093, -2.194, 3.649], [-0.233, -0.511, 4.194]],
  "atomic_forces_ev_per_a": [[-0.4, -0.5, 0.2], [0.1, 0.0, 0.0], [0.0, 0.0, 0.0], [0.0, 0.0, 0.0], [0.0, -0.1, 0.1], [0.1, 0.0, 0.0], [0.0, 0.0, -0.1], [0.0, 0.0, 0.0], [0.0, 0.2, 0.0], [0.0, 0.0, 0.0], [0.0, -0.1, 0.1], [0.1, 0.0, 0.0], [0.0, -0.1, 0.0], [0.2, 0.1, -0.3], [-0.1, 0.0, 0.1], [0.0, 0.0, 0.1], [0.0, 0.0, -0.2], [0.0, 0.1, 0.1], [0.0, 0.0, 0.0], [0.0, 0.0, 0.0], [0.0, 0.0, 0.0], [0.0, 0.0, 0.0], [0.0, 0.0, 0.0], [0.0, 0.0, 0.0], [0.0, 0.0, 0.0], [0.0, 0.0, 0.0], [0.0, 0.0, 0.0], [-0.1, 0.1, 0.1], [0.0, -0.1, -0.1], [0.0, 0.1, -0.1], [0.2, -0.2, 0.0], [0.0, 0.2, 0.0], [-0.1, -0.1, 0.0], [0.1, -0.1, 0.0], [-0.1, 0.0, 0.1], [0.1, -0.1, 0.0], [-0.1, 0.2, 0.0], [0.0, 0.0, 0.0], [0.0, 0.0, 0.0], [0.0, 0.0, 0.0], [0.0, 0.0, 0.0], [0.0, 0.0, 0.0], [0.0, 0.0, 0.0], [0.0, 0.0, 0.1], [0.0, 0.0, -0.1], [0.2, 0.2, 0.1], [0.0, 0.1, -0.1], [0.0, 0.0, 0.0], [0.0, 0.0, 0.0], [0.0, 0.0, 0.0]]
}

=====

{
  "formula": "C18H18N2O2",
  "method": "ωB97M-V/def2-TZVPD",
  "largest_force_ev_per_a": 0.50,
  "e_above_lowest_kcal_mol": 24.0,
  "homo_energy_ev": -7.80,
  "e_tot_ha": -956.73205,
  "elements": ["C", "O", "C", "C", "C", "C", "C", "O", "N", "C", "C", "C", "C", "N", "C", "C", "C", "C", "C", "C", "C", "C", "H", "H", "H", "H", "H", "H", "H", "H", "H", "H", "H", "H", "H", "H", "H", "H", "H", "H"],
  "xyz": [[-1.119, -3.183, 4.356], [-0.699, -1.843, 4.459], [-0.772, -1.051, 3.356], [-1.187, -1.469, 2.096], [-1.219, -0.566, 1.050], [-0.823, 0.755, 1.225], [-0.841, 1.634, 0.023], [-1.635, 1.480, -0.883], [0.103, 2.620, 0.015], [0.536, 3.182, -1.243], [1.834, 2.497, -1.717], [1.703, 1.017, -1.558], [2.199, 0.264, -0.534], [1.773, -1.033, -0.650], [0.967, -1.135, -1.747], [0.281, -2.227, -2.262], [-0.478, -2.025, -3.394], [-0.551, -0.770, -4.005], [0.128, 0.315, -3.501], [0.900, 0.142, -2.353], [-0.413, 1.171, 2.490], [-0.393, 0.282, 3.542], [-1.001, -3.605, 5.353], [-2.169, -3.253, 4.055], [-0.500, -3.746, 3.651], [-1.494, -2.488, 1.920], [-1.545, -0.877, 0.069], [0.810, 2.584, 0.734], [-0.272, 2.996, -1.953], [0.686, 4.260, -1.137], [2.675, 2.853, -1.117], [2.017, 2.761, -2.760], [2.843, 0.554, 0.275], [1.991, -1.777, -0.011], [0.338, -3.196, -1.787], [-1.031, -2.850, -3.819], [-1.162, -0.655, -4.889], [0.061, 1.280, -3.978], [-0.140, 2.201, 2.666], [-0.090, 0.592, 4.530]],
  "atomic_forces_ev_per_a": [[-0.1, -0.2, 0.0], [0.1, 0.3, 0.0], [0.1, 0.2, 0.0], [0.0, -0.2, 0.3], [0.0, 0.3, -0.1], [-0.1, -0.3, 0.0], [0.0, 0.2, 0.2], [0.0, -0.1, -0.1], [0.1, 0.4, 0.2], [0.0, 0.2, -0.1], [-0.2, -0.2, 0.2], [0.4, 0.1, 0.1], [0.1, 0.3, -0.2], [0.1, -0.3, 0.3], [-0.2, 0.2, -0.4], [0.0, -0.1, 0.0], [0.0, -0.2, 0.1], [-0.1, 0.2, -0.2], [0.0, -0.1, 0.0], [0.1, -0.4, 0.2], [0.0, -0.1, -0.1], [0.0, -0.2, 0.2], [0.0, 0.0, -0.1], [0.0, 0.0, 0.0], [0.0, 0.0, 0.0], [0.0, -0.1, 0.0], [0.0, 0.0, -0.1], [-0.1, -0.2, -0.1], [0.1, 0.1, 0.1], [-0.1, -0.1, -0.1], [0.0, 0.0, -0.1], [0.1, 0.1, 0.0], [0.1, 0.1, 0.1], [0.0, 0.1, -0.1], [0.0, -0.1, 0.0], [0.0, -0.1, 0.0], [0.0, 0.0, -0.1], [0.0, 0.1, -0.1], [0.0, 0.1, 0.0], [0.0, 0.0, 0.1]]
}

=====

Repeat the first record exactly.
{
  "formula": "C18H18F2N4O3",
  "method": "ωB97M-V/def2-TZVPD",
  "largest_force_ev_per_a": 1.20,
  "e_above_lowest_kcal_mol": 0.4,
  "homo_energy_ev": -8.84,
  "e_tot_ha": -1341.14988,
  "elements": ["C", "C", "C", "C", "C", "N", "C", "C", "N", "C", "O", "C", "C", "C", "C", "O", "C", "C", "F", "C", "C", "C", "C", "F", "O", "N", "N", "H", "H", "H", "H", "H", "H", "H", "H", "H", "H", "H", "H", "H", "H", "H", "H", "H", "H"],
  "xyz": [[1.001, 3.109, -4.034], [-0.120, 2.148, -3.861], [-1.085, 2.115, -2.839], [-1.885, 1.028, -3.121], [-3.064, 0.490, -2.398], [-1.396, 0.489, -4.265], [-1.764, -0.750, -4.889], [-0.551, -1.711, -4.898], [0.244, -1.553, -3.702], [-0.299, -1.731, -2.479], [-1.364, -2.283, -2.274], [0.535, -1.182, -1.381], [0.238, -1.188, 0.005], [1.292, -0.519, 0.557], [1.627, -0.173, 1.968], [0.421, -0.210, 2.700], [0.423, 0.039, 4.031], [1.501, 0.355, 4.857], [2.755, 0.450, 4.350], [1.350, 0.586, 6.214], [0.101, 0.508, 6.797], [-1.000, 0.197, 6.015], [-0.827, -0.030, 4.668], [-1.896, -0.332, 3.911], [2.142, -0.144, -0.413], [1.667, -0.557, -1.604], [-0.320, 1.154, -4.707], [1.500, 2.920, -4.980], [0.631, 4.133, -4.019], [1.721, 2.995, -3.224], [-1.181, 2.792, -2.015], [-2.890, -0.541, -2.087], [-3.953, 0.513, -3.030], [-3.252, 1.092, -1.514], [-2.090, -0.571, -5.918], [-2.580, -1.190, -4.318], [-0.915, -2.740, -4.953], [0.091, -1.499, -5.751], [1.049, -0.944, -3.752], [-0.616, -1.610, 0.489], [2.350, -0.902, 2.361], [2.089, 0.823, 1.997], [2.229, 0.826, 6.791], [-0.016, 0.688, 7.853], [-1.990, 0.128, 6.434]],
  "atomic_forces_ev_per_a": [[0.0, -0.1, 0.0], [-0.2, -0.2, 0.1], [-0.1, -0.2, -0.1], [0.1, 0.2, 0.1], [-0.1, -0.1, 0.0], [-0.3, 0.4, 0.4], [0.1, -0.3, -0.2], [-0.3, 0.0, 0.1], [0.1, -0.1, 0.0], [0.4, 0.0, -0.6], [-0.2, -0.1, 0.2], [0.5, 0.4, 0.9], [0.6, 0.3, 0.1], [-1.0, -0.5, -0.2], [0.7, 0.1, -0.2], [-0.2, 0.0, 0.0], [-0.1, 0.0, 0.2], [0.0, 0.0, 0.1], [-0.2, 0.0, 0.0], [0.0, 0.0, -0.1], [0.1, 0.0, -0.1], [0.0, 0.0, -0.2], [0.1, 0.0, 0.0], [0.2, 0.0, 0.0], [0.1, 0.2, 0.8], [-0.4, -0.4, -1.1], [0.5, 0.1, -0.6], [0.1, 0.0, 0.0], [0.0, 0.1, 0.0], [0.1, 0.0, 0.0], [-0.1, 0.1, 0.2], [-0.1, 0.0, 0.0], [-0.1, 0.0, 0.0], [0.0, 0.0, 0.0], [0.0, 0.0, 0.1], [0.1, 0.1, -0.1], [0.0, 0.1, -0.1], [0.0, -0.1, 0.1], [-0.1, 0.0, 0.0], [-0.2, -0.1, 0.2], [-0.1, 0.2, 0.0], [-0.1, -0.2, 0.0], [0.1, 0.0, 0.0], [0.0, 0.0, 0.1], [-0.1, 0.0, 0.0]]
}